# 1
ORCA calculation (ωB97M-V with the def2-TZVPD basis set) on a cluster of 15 separate species, C28H76BO22 in total at a distorted geometry.

Values from the calculation:
Total charge ... -1
E_HOMO ... -0.2879 Ha
Relative energy (zero: lowest compared OMol25 entry of this formula, charge and spin) ... 46.3 kcal/mol
Lowest unoccupied orbital energy ... 1.9 eV
Total energy ... -75993.746 eV
Kohn-Sham gap ... 9.74 eV

Atoms and positions in Å:
O 2.267 -1.757 -1.147
C 1.484 -1.033 -0.524
O 1.600 0.252 -0.494
B 0.491 0.793 0.301
O -0.207 -0.432 0.832
C 0.350 -1.520 0.350
O 0.077 -2.706 0.641
O -0.393 1.667 -0.478
C -0.517 2.852 0.210
O -1.236 3.794 -0.187
C 0.368 2.746 1.506
O 0.986 1.662 1.410
O 0.468 3.608 2.392
C -0.592 -6.079 0.800
C -1.552 -6.932 -0.061
O -2.482 -7.672 0.729
H -0.016 -6.744 1.443
H -1.068 -5.300 1.395
H 0.082 -5.557 0.122
H -0.957 -7.738 -0.489
H -2.207 -6.446 -0.785
H -3.248 -7.957 0.226
C 1.163 0.812 -4.281
C -0.038 0.035 -3.697
O -1.115 0.055 -4.633
H 1.513 0.311 -5.183
H 2.008 0.894 -3.597
H 0.926 1.799 -4.676
H -0.354 0.456 -2.742
H 0.242 -1.003 -3.519
H -1.391 0.933 -4.906
C -3.079 -1.738 -1.053
C -3.737 -3.149 -1.378
O -4.853 -3.286 -0.523
H -2.166 -1.614 -1.635
H -2.804 -1.654 -0.001
H -3.836 -0.959 -1.149
H -3.042 -3.947 -1.119
H -4.098 -3.258 -2.401
H -4.513 -3.310 0.375
C -0.529 4.026 5.894
C -0.119 4.466 7.308
O 0.015 5.901 7.369
H -0.754 2.961 5.956
H 0.339 4.122 5.241
H -1.383 4.618 5.567
H 0.907 4.132 7.465
H -0.767 4.075 8.092
H -0.723 6.237 6.854
C -1.878 8.114 -0.409
C -0.803 7.449 -1.239
O 0.239 8.300 -1.546
H -1.405 8.541 0.475
H -2.623 7.403 -0.051
H -2.435 8.857 -0.980
H -1.180 7.012 -2.164
H -0.452 6.599 -0.654
H 0.925 7.795 -1.987
C 3.443 -6.694 -1.287
C 3.160 -5.228 -0.977
O 4.420 -4.564 -0.927
H 2.490 -7.213 -1.388
H 3.979 -7.162 -0.461
H 4.019 -6.774 -2.209
H 2.579 -4.938 -0.102
H 2.570 -4.853 -1.814
H 4.333 -3.611 -1.004
C 3.065 -2.873 -4.560
C 2.605 -2.506 -6.007
O 1.922 -3.570 -6.590
H 2.715 -2.140 -3.834
H 4.152 -2.868 -4.479
H 2.595 -3.813 -4.272
H 3.491 -2.263 -6.593
H 2.034 -1.581 -6.093
H 1.928 -3.362 -7.527
C 3.997 -4.835 2.858
C 2.455 -4.745 2.816
O 1.972 -4.839 4.109
H 4.414 -4.694 1.861
H 4.314 -5.805 3.241
H 4.504 -4.059 3.432
H 2.181 -5.633 2.245
H 2.110 -3.883 2.246
H 1.378 -5.593 4.150
C -1.422 4.030 -3.571
C -2.580 3.572 -4.482
O -2.147 2.553 -5.344
H -1.187 3.261 -2.834
H -1.734 4.975 -3.127
H -0.451 4.047 -4.065
H -3.098 4.338 -5.059
H -3.328 3.142 -3.816
H -2.836 2.541 -6.013
C -5.808 3.811 0.509
C -4.477 4.157 -0.288
O -3.699 4.851 0.650
H -6.509 3.237 -0.097
H -6.400 4.716 0.643
H -5.596 3.355 1.476
H -4.687 4.853 -1.100
H -3.975 3.256 -0.640
H -2.803 4.660 0.362
C 4.424 -0.297 1.707
C 4.656 -1.538 2.605
O 5.398 -1.092 3.735
H 3.711 0.451 2.053
H 3.998 -0.670 0.776
H 5.346 0.223 1.447
H 5.283 -2.248 2.065
H 3.702 -1.976 2.899
H 5.608 -1.823 4.319
C -2.658 1.306 3.005
C -3.662 0.195 3.273
O -3.947 0.127 4.607
H -3.215 2.238 2.910
H -2.210 1.145 2.024
H -1.850 1.346 3.736
H -3.123 -0.717 3.018
H -4.523 0.326 2.617
H -3.244 -0.286 5.115
O 0.017 6.052 3.517
H 0.541 5.296 3.253
H -0.884 5.802 3.313
O 5.048 -1.813 -1.548
H 5.483 -1.134 -2.064
H 4.114 -1.656 -1.684

---

# 2
ORCA calculation (ωB97M-V with the def2-TZVPD basis set) on a cluster of 10 separate species, C28H76O10 in total at a distorted geometry.

Values from the calculation:
Total charge ... 0
E_HOMO ... -0.3421 Ha
Relative energy (zero: lowest compared OMol25 entry of this formula, charge and spin) ... 36.7 kcal/mol
Lowest unoccupied orbital energy ... 0.3 eV
Total energy ... -50742.122 eV
Structure (SMILES) ... CC(C)O.CC(C)O.CC(C)O.CC(C)O.CC(C)O.CC(C)O.CC(C)O.CC(C)O.CC(C)O.CO
Kohn-Sham gap ... 9.64 eV

Atoms and positions in Å:
C 5.258 2.444 2.398
C 5.466 1.110 1.844
C 4.227 0.655 1.139
O 6.458 1.323 0.837
H 4.911 3.122 1.643
H 6.152 2.956 2.829
H 4.439 2.503 3.122
H 5.763 0.433 2.610
H 3.449 0.531 1.907
H 4.219 -0.213 0.496
H 4.014 1.511 0.440
H 6.059 1.594 -0.021
C 4.559 -0.656 -2.538
C 3.167 0.013 -2.686
C 3.223 1.513 -2.814
O 2.553 -0.689 -3.730
H 4.448 -1.739 -2.404
H 5.204 -0.220 -1.779
H 5.058 -0.556 -3.538
H 2.708 -0.194 -1.690
H 3.708 2.093 -1.992
H 2.274 1.981 -2.859
H 3.758 1.763 -3.716
H 1.581 -0.732 -3.644
C 1.996 -2.844 -0.389
C 1.400 -3.133 -1.761
C 2.326 -3.709 -2.788
O 0.209 -3.897 -1.588
H 2.814 -2.154 -0.491
H 2.480 -3.677 0.126
H 1.222 -2.514 0.187
H 1.082 -2.173 -2.135
H 1.814 -3.859 -3.740
H 2.857 -4.676 -2.450
H 3.179 -3.074 -2.978
H 0.339 -4.837 -1.362
C 1.094 -1.076 3.659
C 0.734 0.375 3.376
C -0.390 0.803 4.338
O 1.898 1.240 3.481
H 1.537 -1.212 4.622
H 1.760 -1.438 2.879
H 0.257 -1.787 3.563
H 0.289 0.509 2.391
H -0.033 0.851 5.359
H -1.043 -0.051 4.275
H -0.892 1.736 3.988
H 1.800 1.995 2.897
C -3.657 -4.205 -2.895
C -2.868 -2.936 -2.838
C -2.744 -2.434 -1.408
O -1.596 -3.057 -3.477
H -4.718 -4.107 -2.652
H -3.088 -4.952 -2.290
H -3.696 -4.598 -3.938
H -3.370 -2.187 -3.437
H -3.664 -2.216 -0.882
H -2.134 -1.508 -1.500
H -2.149 -3.128 -0.810
H -1.086 -3.616 -2.887
C 0.494 4.689 3.514
C 0.060 4.322 2.111
C 0.084 5.485 1.185
O 0.936 3.216 1.638
H 0.001 5.568 3.886
H 1.543 4.906 3.451
H 0.338 3.859 4.195
H -0.983 3.963 2.137
H -0.222 5.123 0.183
H 1.103 5.941 1.128
H -0.609 6.233 1.540
H 0.351 2.701 1.068
C -2.267 0.813 -4.090
C -0.974 0.274 -4.629
C -0.067 1.442 -4.784
O -0.250 -0.565 -3.629
H -1.959 1.269 -3.119
H -2.977 0.004 -3.871
H -2.743 1.509 -4.766
H -1.174 -0.285 -5.577
H -0.532 2.213 -5.331
H 0.947 1.057 -5.159
H 0.037 1.779 -3.743
H -0.647 -1.446 -3.712
C -3.260 1.657 2.036
C -4.155 1.199 0.890
C -4.631 2.368 -0.018
O -3.411 0.194 0.147
H -3.319 0.955 2.905
H -3.615 2.619 2.340
H -2.203 1.851 1.715
H -5.020 0.686 1.305
H -4.995 3.202 0.609
H -5.395 2.049 -0.731
H -3.752 2.788 -0.503
H -3.812 0.123 -0.708
C -2.685 -3.044 4.266
C -3.044 -2.856 2.810
C -4.525 -2.388 2.609
O -2.143 -1.843 2.324
H -1.606 -3.394 4.319
H -3.358 -3.761 4.710
H -2.783 -2.128 4.790
H -2.789 -3.830 2.308
H -4.770 -2.023 1.599
H -4.706 -1.577 3.329
H -5.197 -3.218 2.887
H -2.449 -1.498 1.453
C 0.423 0.796 -0.677
O -0.676 1.394 -0.035
H 0.794 1.364 -1.544
H 1.327 0.623 -0.023
H 0.101 -0.165 -1.070
H -1.448 0.787 0.032

---

# 3
ORCA calculation (ωB97M-V with the def2-TZVPD basis set) on a cluster of 10 separate species, C28H78F3N12O12S in total at a distorted geometry.

Values from the calculation:
Total charge ... -1
E_HOMO ... -0.2444 Ha
Relative energy (zero: lowest compared OMol25 entry of this formula, charge and spin) ... 0.6 kcal/mol
Lowest unoccupied orbital energy ... 2.1 eV
Total energy ... -91743.840 eV
Kohn-Sham gap ... 8.77 eV

Atoms and positions in Å:
C 0.691 -0.568 -0.197
F -0.235 0.009 -0.974
F 1.527 -1.260 -0.978
F 1.380 0.388 0.428
S -0.097 -1.702 1.021
O -0.549 -0.844 2.093
O -1.163 -2.352 0.296
O 0.953 -2.622 1.448
C 1.352 -3.565 4.823
O 1.580 -3.986 5.953
N 0.084 -3.452 4.312
N 2.329 -3.128 3.966
H -0.102 -3.230 3.346
H -0.666 -3.795 4.881
H 3.303 -3.116 4.195
H 2.016 -2.672 3.122
C 3.687 -4.796 0.733
O 4.696 -5.448 0.502
N 3.627 -3.440 0.592
N 2.505 -5.373 1.114
H 2.868 -2.913 1.001
H 4.429 -2.935 0.270
H 2.392 -6.354 1.269
H 1.686 -4.787 1.151
C -4.279 -3.226 -1.025
O -5.441 -3.275 -1.419
N -3.919 -3.416 0.282
N -3.224 -3.070 -1.882
H -4.571 -3.752 0.962
H -2.926 -3.503 0.417
H -3.389 -3.002 -2.867
H -2.268 -2.965 -1.584
C 2.609 0.666 4.438
C 1.297 1.459 4.537
C 1.117 2.404 3.359
O 2.236 3.203 3.137
C 2.005 4.073 2.079
N 0.149 0.564 4.441
H 3.481 1.324 4.487
H 2.586 0.078 3.520
H 2.698 -0.011 5.292
H 1.274 2.036 5.466
H 0.178 2.955 3.549
H 0.885 1.832 2.446
H 2.886 4.657 1.826
H 1.187 4.785 2.268
H 1.776 3.581 1.118
H -0.110 0.310 3.495
H 0.268 -0.331 4.903
C 4.332 0.333 -1.316
C 4.015 1.758 -1.773
C 4.917 2.768 -1.119
O 4.508 2.927 0.220
C 5.164 3.961 0.907
N 4.082 1.889 -3.242
H 3.539 -0.367 -1.576
H 4.400 0.357 -0.225
H 5.294 -0.002 -1.713
H 2.995 1.892 -1.390
H 4.922 3.708 -1.692
H 5.973 2.443 -1.122
H 4.683 4.909 0.631
H 6.197 4.069 0.536
H 5.203 3.783 1.976
H 3.208 2.286 -3.563
H 4.162 0.964 -3.644
C -5.746 -0.063 7.255
C -4.991 -1.257 6.679
C -3.859 -0.843 5.767
O -4.428 -0.243 4.623
C -3.483 0.452 3.828
N -4.457 -2.087 7.788
H -6.390 -0.375 8.076
H -6.327 0.373 6.444
H -5.052 0.692 7.629
H -5.734 -1.855 6.134
H -3.304 -1.749 5.482
H -3.213 -0.152 6.320
H -3.968 1.279 3.307
H -2.931 -0.191 3.139
H -2.751 0.934 4.489
H -4.130 -2.973 7.406
H -5.250 -2.388 8.351
C -3.934 0.275 -0.691
C -4.051 1.690 -0.142
C -2.747 2.133 0.492
O -2.770 3.504 0.821
C -1.512 3.959 1.303
N -4.465 2.690 -1.184
H -3.292 -0.352 -0.070
H -3.694 0.321 -1.750
H -4.910 -0.218 -0.620
H -4.834 1.721 0.629
H -1.900 1.894 -0.168
H -2.601 1.534 1.407
H -1.278 3.469 2.251
H -1.636 5.035 1.389
H -0.727 3.727 0.574
H -5.459 2.584 -1.344
H -4.305 3.563 -0.685
C -1.720 2.220 -3.152
C -0.584 2.006 -4.140
C -0.647 3.039 -5.227
O -1.789 2.909 -6.020
C -1.632 3.197 -7.391
N 0.730 2.076 -3.476
H -1.563 3.119 -2.550
H -1.859 1.370 -2.482
H -2.708 2.325 -3.608
H -0.685 1.037 -4.642
H 0.279 3.047 -5.829
H -0.573 4.050 -4.772
H -1.383 2.281 -7.951
H -0.755 3.831 -7.570
H -2.557 3.624 -7.761
H 0.931 3.043 -3.240
H 0.610 1.576 -2.603
C 1.969 -2.284 -4.108
C 2.427 -1.772 -5.462
C 1.904 -2.629 -6.595
O 2.314 -3.966 -6.475
C 2.088 -4.714 -7.630
N 1.937 -0.384 -5.679
H 0.893 -2.210 -3.950
H 2.515 -1.758 -3.323
H 2.237 -3.339 -3.989
H 3.518 -1.779 -5.506
H 2.322 -2.207 -7.528
H 0.807 -2.561 -6.684
H 2.357 -4.168 -8.540
H 1.039 -5.043 -7.716
H 2.650 -5.645 -7.541
H 1.415 -0.076 -4.866
H 1.255 -0.413 -6.431